This record from OMol25 describes one molecule with the formula C21H31NO4. The level of theory is ωB97M-V/def2-TZVPD.

Cartesian coordinates (Å):
1 C -5.7658 -2.7481 -0.2319
2 C -6.0029 -1.3339 0.2783
3 O -4.9176 -0.4707 -0.0611
4 C -3.8494 -0.4926 0.7422
5 O -3.7864 -1.1627 1.7409
6 C -2.7764 0.4946 0.2850
7 C -3.2957 1.8691 0.7750
8 C -2.2484 2.9744 0.8979
9 O -1.5638 3.1670 -0.3192
10 C -0.5931 4.1763 -0.2462
11 C -2.6361 0.4734 -1.2421
12 C -2.0634 -0.8713 -1.7087
13 N -0.7947 -1.2120 -1.1001
14 C 0.3245 -0.4197 -1.5912
15 C 1.6169 -0.9953 -1.1086
16 C 2.5919 -0.2736 -0.5618
17 C 3.8734 -0.7774 -0.0873
18 C 4.0927 -2.1228 0.1907
19 C 5.3162 -2.5763 0.6471
20 C 6.3497 -1.6785 0.8376
21 C 6.1604 -0.3310 0.5775
22 C 4.9339 0.1303 0.1197
23 O 4.6710 1.4411 -0.1638
24 C 5.6925 2.3889 0.0124
25 C -0.9170 -1.2136 0.3451
26 C -1.4381 0.1091 0.9239
27 H -6.6340 -3.3647 -0.0176
28 H -4.8980 -3.1787 0.2618
29 H -5.5934 -2.7364 -1.3057
30 H -6.1247 -1.3400 1.3665
31 H -6.8802 -0.8862 -0.1935
32 H -3.7417 1.7515 1.7662
33 H -4.0763 2.1954 0.0858
34 H -2.7605 3.9080 1.1853
35 H -1.5305 2.7354 1.6973
36 H -0.1309 4.2385 -1.2295
37 H 0.1730 3.9398 0.5040
38 H -1.0427 5.1446 0.0082
39 H -3.6087 0.6347 -1.7071
40 H -1.9766 1.2878 -1.5387
41 H -1.9394 -0.8665 -2.7949
42 H -2.7673 -1.6711 -1.4530
43 H 0.2990 -0.4849 -2.6860
44 H 0.2652 0.6452 -1.3180
45 H 1.7086 -2.0629 -1.2458
46 H 2.4689 0.7977 -0.4724
47 H 3.2822 -2.8224 0.0583
48 H 5.4612 -3.6253 0.8568
49 H 7.3106 -2.0190 1.1939
50 H 6.9811 0.3508 0.7372
51 H 6.0196 2.4430 1.0563
52 H 5.2589 3.3455 -0.2769
53 H 6.5550 2.1773 -0.6282
54 H 0.0634 -1.4380 0.7719
55 H -1.6014 -2.0220 0.6176
56 H -0.7057 0.8889 0.7220
57 H -1.5600 0.0051 2.0027

strongest force on any atom: 0.6 eV Å⁻¹
relative energy (zero: lowest compared OMol25 entry of this formula, charge and spin): 43.8 kcal per mole
2S+1: 1
LUMO: 0.72 eV
energy: -31959.38364 eV
HOMO level: -7.98 eV